Record 1
# C46H39Br2ClINO21P2S

A structure of composition C46H39Br2ClINO21P2S in a non-equilibrium geometry (wB97M-V/def2-TZVPD, the OMol25 dataset).

Computed properties:
Frontier orbital gap, eV: 6.1
LUMO, hartree: -0.0780

Structure (ORCA input):
```
! wB97M-V def2-TZVPD RIJCOSX def2/J DEFGRID3
* xyz 0 1
C 5.739 0.950 2.151
C 6.024 0.157 0.745
C 5.163 -1.202 0.504
Br 5.671 -2.212 -1.195
C 3.565 -1.171 0.818
O 3.293 -2.644 0.952
C 1.941 -2.905 1.421
Br 1.805 -4.953 1.279
C 1.673 -2.670 3.002
O 2.699 -2.329 3.822
O 0.324 -2.812 3.618
C 0.899 -2.352 0.326
Cl 1.078 -3.647 -1.045
N 1.101 -0.901 -0.183
C 0.394 -0.118 0.878
C 0.924 1.317 1.370
O 0.832 2.513 0.772
I 1.849 1.469 3.402
P 0.046 -0.795 -1.643
O -0.682 0.803 -1.919
O -1.440 -1.767 -1.481
S 0.961 -1.095 -3.355
C 2.565 -0.684 -0.419
P 3.153 0.944 -1.194
O 2.133 1.728 -2.102
O 4.559 0.743 -2.268
O 3.699 2.165 -0.021
H 4.728 0.695 2.678
H 6.625 0.796 2.936
H 5.757 2.120 1.911
H 7.168 -0.187 0.806
H 5.995 0.950 -0.114
H 5.596 -1.948 1.338
H 3.291 -0.716 1.856
H -0.219 -2.497 0.705
H 0.186 -0.721 1.892
H -0.736 0.057 0.518
H -0.323 1.475 -1.282
H -2.196 -1.317 -1.959
H 2.851 -1.488 -1.262
H 4.169 0.170 -3.016
H 3.216 3.032 -0.230
C -2.089 2.043 -4.653
C -2.508 2.446 -5.857
C -3.746 1.909 -6.457
O -4.128 2.276 -7.559
C -4.503 0.912 -5.675
C -4.084 0.509 -4.472
C -2.847 1.045 -3.872
O -2.464 0.678 -2.769
H -1.184 2.425 -4.199
H -1.964 3.177 -6.442
H -5.409 0.529 -6.129
H -4.628 -0.223 -3.886
C 0.360 3.163 7.974
C -0.764 2.990 8.676
C -1.716 1.912 8.343
O -2.746 1.753 8.983
C -1.377 1.033 7.206
C -0.253 1.206 6.504
C 0.699 2.284 6.837
O 1.729 2.442 6.197
H 1.069 3.949 8.204
H -1.026 3.626 9.513
H -2.086 0.247 6.975
H 0.009 0.570 5.667
C 4.554 -0.703 8.076
C 3.398 -0.046 8.219
C 2.450 -0.389 9.297
O 1.392 0.211 9.427
C 2.829 -1.483 10.213
C 3.984 -2.140 10.070
C 4.932 -1.797 8.992
O 5.991 -2.397 8.862
H 5.260 -0.464 7.290
H 3.106 0.760 7.556
H 2.123 -1.722 10.999
H 4.276 -2.946 10.733
C 0.998 2.726 -9.268
C 0.579 3.130 -10.471
C -0.658 2.593 -11.071
O -1.041 2.960 -12.174
C -1.415 1.595 -10.290
C -0.997 1.192 -9.086
C 0.241 1.729 -8.486
O 0.624 1.362 -7.384
H 1.904 3.109 -8.814
H 1.123 3.861 -11.057
H -2.321 1.213 -10.744
H -1.541 0.461 -8.501
C -2.551 -7.640 2.435
C -1.475 -6.875 2.229
C -0.253 -7.037 3.041
O 0.732 -6.336 2.855
C -0.266 -8.079 4.088
C -1.342 -8.844 4.293
C -2.564 -8.681 3.482
O -3.549 -9.382 3.668
H -3.456 -7.533 1.849
H -1.450 -6.107 1.465
H 0.639 -8.185 4.674
H -1.368 -9.611 5.058
C -7.306 4.645 -4.928
C -7.527 5.907 -5.310
C -7.345 6.325 -6.714
O -7.545 7.480 -7.064
C -6.911 5.295 -7.679
C -6.690 4.034 -7.297
C -6.872 3.616 -5.893
O -6.672 2.461 -5.542
H -7.435 4.322 -3.902
H -7.847 6.673 -4.614
H -6.783 5.618 -8.705
H -6.370 3.267 -7.992
*
```

=====

Record 2
# C46H39F3N3P2Pd

A structure of composition C46H39F3N3P2Pd in a non-equilibrium geometry (wB97M-V/def2-TZVPD, the OMol25 dataset).

Computed properties:
Frontier orbital gap, eV: 4.4
LUMO, hartree: 0.0898

Structure (ORCA input):
```
! wB97M-V def2-TZVPD RIJCOSX def2/J DEFGRID3
* xyz -1 1
Pd 0.224 0.059 -0.694
C 1.632 -0.973 2.203
N 2.614 -1.819 1.444
C 3.269 -1.197 0.213
P 2.151 -1.056 -1.290
C 2.194 -2.749 -1.983
C 1.065 -3.576 -2.128
C 1.258 -4.809 -2.738
C 2.520 -5.340 -2.964
C 3.582 -4.475 -2.728
C 3.440 -3.169 -2.398
C 2.896 0.195 -2.388
C 3.798 1.170 -1.926
C 4.205 2.210 -2.765
C 3.808 2.229 -4.136
C 2.968 1.241 -4.601
C 2.571 0.173 -3.717
C 3.334 -2.811 2.088
C 3.612 -2.660 3.480
C 4.409 -3.583 4.122
C 4.660 -4.853 3.528
C 4.349 -4.991 2.187
C 3.788 -3.954 1.414
P -0.040 -0.733 1.336
C -0.814 0.299 2.546
C -1.609 -0.148 3.602
C -2.245 0.822 4.378
C -1.818 2.167 4.368
C -0.841 2.620 3.472
C -0.310 1.612 2.584
C -0.913 -2.341 1.382
C -2.331 -2.386 1.495
C -2.977 -3.590 1.559
C -2.177 -4.785 1.478
C -0.816 -4.693 1.203
C -0.179 -3.478 1.164
H 2.030 0.004 2.412
H 1.370 -1.457 3.158
H 4.199 -1.748 0.017
H 3.561 -0.122 0.438
H 0.034 -3.209 -1.875
H 0.414 -5.412 -3.078
H 2.603 -6.356 -3.311
H 4.578 -4.854 -2.904
H 4.217 -2.439 -2.421
H 4.081 1.146 -0.866
H 4.803 2.982 -2.291
H 4.282 2.977 -4.765
H 2.525 1.175 -5.610
H 2.034 -0.663 -4.183
H 3.177 -1.771 3.978
H 4.753 -3.402 5.113
H 4.891 -5.688 4.163
H 4.533 -5.969 1.752
H 3.768 -4.107 0.348
H -1.979 -1.150 3.757
H -2.952 0.500 5.135
H -2.299 2.895 5.002
H -0.318 3.582 3.485
H 0.384 1.906 1.795
H -2.957 -1.477 1.636
H -4.074 -3.607 1.765
H -2.599 -5.785 1.384
H -0.166 -5.578 1.126
H 0.834 -3.390 0.780
F -9.037 2.026 -1.726
C -8.111 2.929 -1.223
F -8.674 3.437 -0.059
F -8.106 4.057 -2.019
C -6.733 2.375 -0.961
C -6.283 2.068 0.325
C -4.933 1.748 0.516
C -4.072 1.703 -0.624
C -4.552 2.036 -1.914
C -5.860 2.365 -2.078
C -2.752 1.214 -0.492
C -1.695 0.601 -0.488
H -6.939 2.199 1.162
H -4.500 1.569 1.565
H -3.848 2.017 -2.748
H -6.213 2.747 -3.010
N -2.246 5.043 -1.662
C -1.040 5.577 -1.370
C -0.242 5.111 -0.258
C 1.130 5.534 -0.218
N 1.548 6.505 -1.037
C 0.704 7.063 -1.954
C -0.543 6.577 -2.177
H -2.356 4.092 -1.402
H -2.637 5.194 -2.560
H -0.677 4.512 0.572
H 1.905 5.129 0.465
H 1.025 7.981 -2.441
H -1.271 6.979 -2.912
*
```

=====

Record 3
# C46H40AsNOP2S3W

A structure of composition C46H40AsNOP2S3W in a non-equilibrium geometry (wB97M-V/def2-TZVPD, the OMol25 dataset).

Computed properties:
Frontier orbital gap (alpha / beta), eV: 5.3 / 5.6
Expectation value of S²: 2.02
LUMO (alpha / beta), hartree: -0.0170 / -0.0134

Structure (ORCA input):
```
! wB97M-V def2-TZVPD RIJCOSX def2/J DEFGRID3
* xyz 0 3
W 0.445 -0.929 -0.733
S 0.850 1.249 -0.695
P 0.764 0.581 1.604
C 0.575 -1.062 1.116
P 1.863 -2.322 1.105
S 2.643 -1.844 -0.720
C 3.040 -2.343 2.406
C 2.410 -2.690 3.607
C 3.206 -2.827 4.771
C 4.584 -2.667 4.717
C 5.188 -2.365 3.495
C 4.411 -2.125 2.359
C 1.402 -4.050 0.968
C 0.051 -4.407 1.038
C -0.330 -5.752 0.909
C 0.623 -6.738 0.713
C 1.958 -6.371 0.562
C 2.366 -5.031 0.703
C -0.534 1.594 2.220
C -1.572 0.933 2.868
C -2.523 1.639 3.609
C -2.505 3.041 3.674
C -1.529 3.683 2.932
C -0.544 3.013 2.201
C 2.148 1.113 2.591
C 1.851 1.274 3.943
C 2.792 1.769 4.848
C 4.086 2.015 4.433
C 4.410 1.833 3.093
C 3.452 1.412 2.159
H 1.346 -2.937 3.662
H 2.734 -3.133 5.695
H 5.185 -2.802 5.612
H 6.282 -2.323 3.426
H 4.816 -1.764 1.426
H -0.693 -3.644 1.005
H -1.395 -5.979 0.927
H 0.348 -7.787 0.666
H 2.693 -7.134 0.281
H 3.422 -4.769 0.557
H -1.677 -0.165 2.773
H -3.309 1.097 4.129
H -3.224 3.601 4.240
H -1.531 4.772 2.882
H 0.156 3.594 1.608
H 0.884 1.004 4.341
H 2.454 1.864 5.888
H 4.844 2.306 5.148
H 5.435 2.024 2.743
H 3.740 1.263 1.110
N 2.814 -1.175 -5.455
C 1.631 -0.540 -5.411
O 1.517 0.558 -5.915
C 0.471 -1.188 -4.587
C 0.993 -1.725 -3.289
H 3.556 -0.674 -5.931
H 3.032 -2.042 -4.983
H 0.008 -1.914 -5.279
H -0.288 -0.406 -4.485
H 2.012 -1.337 -3.000
H 0.827 -2.752 -3.023
S -1.902 -1.781 -1.380
C -2.481 -1.020 -2.872
C -3.120 -1.754 -3.883
C -3.786 -1.139 -4.941
C -3.785 0.232 -5.014
C -3.024 1.001 -4.111
C -2.393 0.384 -3.053
As -1.714 1.353 -1.530
C -1.245 3.060 -2.298
C -0.644 3.170 -3.556
C -0.010 4.357 -3.892
C 0.064 5.422 -2.999
C -0.553 5.336 -1.748
C -1.210 4.132 -1.424
C -3.350 1.506 -0.481
C -3.739 0.504 0.387
C -4.967 0.622 1.039
C -5.782 1.719 0.790
C -5.319 2.758 -0.013
C -4.149 2.615 -0.746
H -3.102 -2.818 -3.735
H -4.287 -1.734 -5.709
H -4.359 0.750 -5.773
H -2.978 2.064 -4.248
H -0.615 2.324 -4.259
H 0.450 4.492 -4.858
H 0.561 6.353 -3.269
H -0.541 6.188 -1.047
H -1.651 4.116 -0.430
H -3.129 -0.400 0.487
H -5.310 -0.172 1.697
H -6.768 1.843 1.283
H -5.913 3.655 -0.164
H -3.913 3.344 -1.508
*
```

=====

Record 4
# C46H40FMnN2Sb

A structure of composition C46H40FMnN2Sb (wB97M-V/def2-TZVPD, the OMol25 dataset).

Computed properties:
Frontier orbital gap (alpha / beta), eV: 6.8 / 6.5
Expectation value of S²: 0.93
LUMO (alpha / beta), hartree: -0.0103 / -0.0120

Structure (ORCA input):
```
! wB97M-V def2-TZVPD RIJCOSX def2/J DEFGRID3
* xyz 0 2
Mn 1.646 -0.486 0.260
N 3.630 0.081 0.131
C 4.421 -0.640 1.095
C 5.531 -1.347 0.662
C 6.272 -2.103 1.555
C 5.900 -2.136 2.889
C 4.794 -1.416 3.313
C 4.026 -0.655 2.434
C 2.818 0.068 2.920
C 2.877 0.690 4.169
C 1.751 1.270 4.723
C 0.551 1.212 4.026
C 0.508 0.618 2.773
C 1.633 0.044 2.156
H 4.078 0.048 -0.780
H 3.532 1.059 0.395
H 5.811 -1.314 -0.385
H 7.127 -2.665 1.207
H 6.458 -2.731 3.599
H 4.485 -1.467 4.349
H 3.817 0.722 4.708
H 1.806 1.755 5.690
H -0.348 1.638 4.458
H -0.443 0.603 2.246
N 1.110 1.427 -0.218
C 1.061 2.579 -0.218
C 1.016 4.019 -0.181
C 1.099 4.740 -1.371
C 1.029 6.121 -1.311
C 0.882 6.753 -0.081
C 0.805 6.024 1.098
C 0.869 4.639 1.058
H 1.191 4.223 -2.315
H 1.086 6.703 -2.220
H 0.822 7.834 -0.043
H 0.694 6.530 2.046
H 0.809 4.046 1.960
C -3.188 -1.660 2.269
C -4.181 -1.150 1.259
C -5.542 -1.207 1.549
C -6.488 -0.748 0.647
C -6.086 -0.224 -0.571
C -4.734 -0.160 -0.871
C -3.778 -0.615 0.032
Sb -1.701 -0.462 -0.438
C -1.632 -1.883 -2.035
C -2.643 -2.837 -2.108
C -2.551 -3.924 -2.961
C -1.430 -4.072 -3.760
C -0.422 -3.125 -3.703
C -0.499 -2.027 -2.849
C 0.663 -1.067 -2.869
C -1.935 1.335 -1.588
C -1.870 1.341 -2.974
C -1.966 2.526 -3.694
C -2.142 3.723 -3.020
C -2.232 3.724 -1.635
C -2.135 2.544 -0.908
C -2.251 2.576 0.591
H -3.700 -2.107 3.120
H -2.548 -0.860 2.647
H -2.527 -2.418 1.845
H -5.861 -1.620 2.497
H -7.540 -0.805 0.895
H -6.817 0.133 -1.284
H -4.421 0.257 -1.822
H -3.523 -2.737 -1.483
H -3.346 -4.657 -2.992
H -1.333 -4.922 -4.421
H 0.459 -3.246 -4.322
H 1.597 -1.610 -2.725
H 0.584 -0.294 -2.094
H 0.719 -0.531 -3.819
H -1.763 0.407 -3.510
H -1.916 2.507 -4.775
H -2.228 4.653 -3.567
H -2.387 4.657 -1.107
H -2.430 3.590 0.948
H -1.341 2.205 1.073
H -3.074 1.948 0.940
F 1.423 -6.525 -0.966
C 1.492 -5.220 -0.595
C 2.628 -4.498 -0.892
C 2.665 -3.159 -0.513
C 1.612 -2.504 0.148
C 0.507 -3.322 0.437
C 0.424 -4.660 0.075
H 3.453 -4.979 -1.403
H 3.569 -2.607 -0.759
H -0.343 -2.905 0.973
H -0.447 -5.261 0.295
*
```

=====

Record 5
# C46H40GeIrN4O3PSSe

A structure of composition C46H40GeIrN4O3PSSe (wB97M-V/def2-TZVPD, the OMol25 dataset).

Computed properties:
Frontier orbital gap (alpha / beta), eV: 7.1 / 5.2
Expectation value of S²: 0.76
LUMO (alpha / beta), hartree: -0.1066 / -0.1789

Structure (ORCA input):
```
! wB97M-V def2-TZVPD RIJCOSX def2/J DEFGRID3
* xyz 1 2
Ir -0.626 0.142 0.698
O -1.491 1.561 3.178
N -1.155 1.822 1.864
C -1.231 3.062 1.586
C -1.149 3.692 0.264
C -0.900 5.065 0.278
C -0.943 5.813 -0.886
C -1.290 5.195 -2.077
C -1.558 3.834 -2.097
C -1.469 3.060 -0.946
P -1.833 1.269 -1.064
C -1.155 0.805 -2.694
C -1.717 -0.266 -3.394
C -1.118 -0.747 -4.549
C 0.051 -0.166 -5.023
C 0.605 0.913 -4.347
C 0.007 1.396 -3.192
C -3.638 1.223 -1.231
C -4.288 1.435 -2.448
C -5.672 1.440 -2.503
C -6.416 1.246 -1.346
C -5.776 1.053 -0.131
C -4.390 1.042 -0.071
H -1.833 0.643 3.141
H -1.464 3.716 2.421
H -0.678 5.549 1.221
H -0.732 6.873 -0.856
H -1.359 5.769 -2.992
H -1.828 3.367 -3.036
H -2.631 -0.728 -3.042
H -1.572 -1.573 -5.080
H 0.513 -0.537 -5.929
H 1.501 1.390 -4.724
H 0.445 2.244 -2.681
H -3.718 1.584 -3.356
H -6.172 1.595 -3.450
H -7.497 1.249 -1.393
H -6.353 0.904 0.772
H -3.893 0.872 0.876
C 1.528 1.223 3.494
Ge 1.026 -0.459 2.596
C 0.229 -1.540 4.042
C 0.272 -2.933 4.105
C -0.300 -3.627 5.160
C -0.945 -2.942 6.180
C -1.003 -1.559 6.138
C -0.419 -0.869 5.083
C 2.582 -1.396 1.775
C 2.332 -2.675 1.337
C 3.274 -3.449 0.625
C 4.494 -2.922 0.330
C 4.831 -1.620 0.775
C 6.124 -1.096 0.519
C 6.495 0.130 0.992
C 5.570 0.895 1.730
C 4.310 0.423 1.970
C 3.887 -0.853 1.511
H 2.290 1.012 4.245
H 0.661 1.637 4.003
H 1.901 1.971 2.799
H 0.753 -3.510 3.328
H -0.245 -4.708 5.181
H -1.395 -3.484 7.002
H -1.496 -1.009 6.929
H -0.472 0.213 5.092
H 1.365 -3.125 1.518
H 3.018 -4.455 0.317
H 5.230 -3.494 -0.221
H 6.824 -1.706 -0.039
H 7.493 0.508 0.813
H 5.865 1.860 2.122
H 3.627 1.027 2.539
S 1.281 1.416 0.018
C 2.461 0.685 -0.990
N 2.239 -0.408 -1.739
C 3.163 -0.996 -2.536
C 4.407 -0.460 -2.642
C 4.686 0.709 -1.911
C 3.736 1.272 -1.102
H 1.307 -0.810 -1.711
H 2.832 -1.881 -3.060
H 5.150 -0.929 -3.268
H 5.666 1.161 -1.976
H 3.942 2.155 -0.515
O -1.717 -2.669 1.820
N -2.402 -1.820 2.290
O -2.221 -0.586 1.833
Se -0.238 -1.923 -0.365
C -1.842 -2.496 -1.231
C -3.109 -2.011 -0.950
C -4.166 -2.446 -1.735
N -4.035 -3.309 -2.741
C -2.819 -3.792 -2.979
C -1.694 -3.425 -2.253
H -3.280 -1.294 -0.167
H -5.167 -2.072 -1.549
H -2.734 -4.503 -3.792
H -0.726 -3.844 -2.497
*
```

=====

Taking the records one at a time from the top gives ΔE to the lowest compared entry with this formula, charge and spin values of 507.2 259.2 42.3 0.0 0.0 kJ/mol.
Taking the records one at a time from the top gives electronic energy values of -282925.50170 -83012.15859 -165631.20965 -91903.90959 -205273.02432 eV.